Below is C6H16CsO2 as an isolated structure, with properties calculated with ωB97M-V/def2-TZVPD.

Calculated values
- LUMO energy (hartree) = -0.1184

ORCA input file:
```
! RIJCOSX wB97M-V def2-TZVPD def2/J DEFGRID3
* xyz 1 1
Cs 2.3579 -1.1340 1.5921
C -1.1400 -2.4870 -1.2660
C -1.6390 -1.8726 0.0111
C -2.6441 -2.8116 0.7072
O -0.4978 -1.6592 0.8448
H -1.8632 -2.7485 -2.0343
H -0.6033 -3.4243 -1.0703
H -0.3863 -1.8445 -1.7405
H -2.1692 -0.9420 -0.2181
H -3.0840 -2.3176 1.5734
H -2.1086 -3.7194 0.9899
H -3.4292 -3.1178 0.0181
H -0.8007 -1.1020 1.5747
C 0.3830 2.9632 -0.3606
C 1.6734 2.1801 -0.4460
C 2.6218 2.5848 0.6811
O 1.3501 0.7808 -0.3383
H -0.1286 2.7426 0.5785
H -0.3789 2.7445 -1.1162
H 0.5863 4.0304 -0.4778
H 2.2716 2.3990 -1.3360
H 3.6729 2.3187 0.5449
H 2.3710 2.2563 1.6992
H 2.6187 3.6732 0.7697
H 0.9663 0.5069 -1.1805
*
```

Atom charges from the natural (NBO) analysis, given in e for atoms 1 to 2:
1 Cs 0.99
2 C -0.63